# 1
C22H23N3O2 | wB97M-V/def2-TZVPD

Properties
- Orbital gap: 8.60 eV
- Charge: 0
- HOMO level: -8.372 eV
- LUMO energy: 0.23 eV
- DFT total energy: -1166.8857 Ha
- Relative energy (zero: lowest compared OMol25 entry of this formula, charge and spin): 47.37 kcal per mole
- Structure (SMILES): COc1ccccc1/C=C(/C(=O)NCCCn1ccnc1)c1ccccc1

```
50
Properties=species:S:1:pos:R:3:forces:R:3:lowdin_charge:R:1
C -4.095757 -0.737052 -1.794499 -0.23 -0.17 -0.11 -0.07
H -3.630373 -1.483293 -2.436413 -0.08 0.02 0.03 0.10
O -3.033499 -0.002896 -1.239482 0.08 0.50 0.27 -0.09
C -3.309229 0.949683 -0.306891 0.14 0.14 -0.11 -0.23
C -4.589292 1.381424 0.014725 -0.07 -0.23 -0.17 -0.01
C -4.777735 2.406615 0.927327 0.07 0.03 0.05 -0.08
C -3.692591 3.028058 1.516202 -0.10 0.11 0.09 -0.09
C -2.414775 2.601436 1.203796 -0.04 -0.16 -0.11 -0.04
C -2.199896 1.548370 0.322173 -0.33 -0.01 -0.08 -0.16
C -0.833019 1.104981 0.051751 0.32 -0.31 -0.05 0.02
C -0.408902 -0.166155 0.005512 -0.08 0.34 0.13 -0.09
C -1.241753 -1.332740 0.325281 -0.10 -0.34 0.20 -0.19
C -2.086151 -1.332685 1.432736 0.18 0.02 -0.06 -0.02
C -2.867916 -2.436747 1.714686 -0.12 -0.04 0.06 -0.07
C -2.814491 -3.556204 0.900408 -0.08 -0.04 0.03 -0.09
C -1.961897 -3.571800 -0.190687 0.00 -0.08 -0.10 -0.08
C -1.174830 -2.471269 -0.473139 -0.03 0.11 0.09 -0.02
H -0.512403 -2.484417 -1.326558 0.10 -0.03 -0.07 0.12
H -1.908357 -4.447242 -0.821698 0.01 -0.06 -0.05 0.10
H -3.429156 -4.416785 1.120968 -0.03 -0.07 0.02 0.10
H -3.520098 -2.425220 2.576259 -0.03 -0.01 0.07 0.10
H -2.120279 -0.466975 2.077707 0.00 0.06 0.05 0.12
C 1.021146 -0.473750 -0.306222 -0.01 0.38 -0.24 -0.46
O 1.684495 -1.270774 0.327598 0.05 -0.24 0.18 0.07
N 1.511429 0.216013 -1.366172 0.02 0.22 -0.21 0.07
H 0.901558 0.855799 -1.850041 -0.08 -0.15 0.08 0.14
C 2.885012 0.133696 -1.804046 0.30 0.10 -0.03 -0.17
C 3.668396 1.401809 -1.450788 -0.10 -0.23 0.21 -0.15
H 3.108800 2.277129 -1.788596 0.01 0.04 -0.05 0.11
C 3.924456 1.518400 0.058484 -0.25 0.37 -0.46 -0.14
N 4.957008 0.618863 0.490948 0.18 -0.16 0.20 -0.10
C 6.293587 0.837769 0.435422 0.11 0.13 -0.03 -0.20
N 6.979840 -0.189057 0.850617 0.58 0.14 -0.06 0.05
C 6.057332 -1.128541 1.189922 -0.25 -0.06 0.00 -0.16
C 4.797497 -0.650638 0.973957 -0.01 -0.37 0.19 -0.07
H 3.830302 -1.087367 1.118036 -0.24 -0.04 -0.01 0.09
H 6.359486 -2.083836 1.569226 -0.05 -0.22 0.09 0.09
H 6.717673 1.762500 0.095562 0.01 0.26 -0.09 0.12
H 4.233147 2.540582 0.299911 -0.09 -0.14 0.05 0.13
H 3.008044 1.288922 0.608808 0.11 0.09 0.03 0.12
H 4.626154 1.387503 -1.973727 0.02 0.08 -0.01 0.11
H 3.328591 -0.732992 -1.308157 -0.02 0.03 -0.16 0.12
H 2.908029 -0.026172 -2.886463 0.01 -0.06 0.12 0.12
H -0.113590 1.907457 -0.075743 0.12 -0.03 -0.03 0.12
H -1.559957 3.069902 1.670441 0.10 0.04 0.03 0.12
H -3.838771 3.836708 2.215642 -0.01 0.07 0.06 0.10
H -5.781830 2.723362 1.166495 -0.08 0.03 0.01 0.10
H -5.451334 0.925875 -0.446180 -0.05 -0.06 -0.07 0.10
H -4.756346 -0.103366 -2.395742 0.02 -0.02 0.04 0.10
H -4.677768 -1.244882 -1.019336 0.02 0.02 -0.01 0.10
```
Forces are in eV/Å.

---

# 2
C12H13N | wB97M-V/def2-TZVPD

Properties
- Orbital gap: 8.58 eV
- Charge: 0
- HOMO level: -8.236 eV
- LUMO energy: 0.34 eV
- DFT total energy: -519.8223 Ha
- Relative energy (zero: lowest compared OMol25 entry of this formula, charge and spin): 0.00 kcal per mole
- Structure (SMILES): Cc1cnc2c(C)cccc2c1C

```
26
Properties=species:S:1:pos:R:3:forces:R:3:lowdin_charge:R:1
C -3.401284 -0.891591 0.043117 -0.92 -0.13 -0.06 -0.07
C -1.915582 -0.664344 -0.088918 0.03 1.80 1.29 -0.21
C -1.079641 -1.776888 -0.055171 -0.76 -0.68 -0.82 -0.13
C 0.832559 -0.588098 -0.093851 0.01 1.15 0.43 -0.21
C 2.237910 -0.562394 0.043886 2.40 -0.51 -0.14 -0.18
C 3.040710 -1.881836 0.031957 -0.11 0.62 0.82 -0.05
C 2.948081 0.630372 0.111557 0.16 -1.02 -0.03 -0.05
C 2.276317 1.851851 -0.023799 -1.56 -0.65 -0.03 -0.10
C 0.905151 1.889735 -0.164869 -0.18 -0.62 -0.12 -0.02
C 0.125683 0.636545 -0.125989 0.28 1.81 0.34 -0.09
C -1.299803 0.607656 0.004841 -0.58 -0.87 -1.03 -0.14
C -2.097602 1.915216 0.100091 0.54 -1.26 -1.19 -0.03
H -3.690064 -1.985087 -0.069689 0.50 1.35 0.18 0.09
H -3.793770 -0.522799 1.030084 0.36 -0.40 -0.85 0.10
H -3.940452 -0.325073 -0.745475 0.16 -0.36 0.45 0.08
H -1.519808 -2.762423 -0.101330 -0.31 -0.21 0.17 0.11
H 2.788878 -2.444710 -0.832508 -0.37 -0.46 -0.95 0.05
H 4.126124 -1.681194 -0.043199 -0.56 -0.03 0.38 0.07
H 2.803512 -2.576482 0.867978 0.23 0.73 -0.29 0.09
H 4.057793 0.624220 0.220998 -1.06 -0.12 -0.07 0.12
H 2.806683 2.762375 -0.000232 0.62 0.91 -0.10 0.09
H 0.474887 2.889112 -0.372394 -0.17 -0.93 0.42 0.11
H -1.877294 2.496692 -0.825716 -0.19 -0.01 0.94 0.10
H -3.156998 1.711752 0.144639 -0.29 -0.08 -0.16 0.06
H -1.853556 2.414379 1.014958 0.42 0.68 0.30 0.08
N 0.201575 -1.766993 -0.070971 1.37 -0.68 0.14 0.13
```
Forces are in eV/Å.